Record 1
The following is a DFT calculation (ωB97M-V/def2-TZVPD) of a molecular structure, C50H62IrN6OP2SSi2.

Properties
Energy above the lowest of the compared OMol25 structures with the same formula, charge and spin: 0.000 eV
Kohn-Sham gap (alpha / beta): 0.2627 / 0.2269 hartree
LUMO energy (alpha / beta): -0.202 / -0.237 Eh
HOMO level (alpha / beta): -12.7 / -12.6 eV
Charge: +2
Spin multiplicity: 2
E: -111840.4376 eV

```
125
C50H62IrN6OP2SSi2, DFT ωB97M-V/def2-TZVPD
Ir 0.526 -0.264 -0.712
S 1.879 -0.809 -4.102
P -1.939 0.823 -0.162
P 0.201 0.506 1.940
Si 3.095 -0.421 1.291
Si -1.318 1.781 -2.958
O 1.338 -0.859 -2.658
N 0.128 -2.893 0.583
N -0.820 1.108 -1.346
N 0.667 -2.250 -0.491
N 1.469 0.278 0.904
N 0.225 -4.147 0.417
N 0.844 -4.350 -0.765
C 1.055 -5.700 -1.316
C -0.959 -0.126 0.854
C 1.122 -3.184 -1.307
C -0.345 -1.636 3.595
C 5.488 2.640 -3.838
C 0.821 4.511 2.235
C -0.201 3.194 -3.405
C 3.445 -3.409 -5.524
C 1.031 0.119 4.540
C -0.113 4.886 3.188
C -5.536 -0.500 -1.643
C -0.211 -2.361 4.769
C -0.149 -5.194 -3.475
C -3.947 -2.299 -1.793
C -1.352 0.377 -4.192
C 2.207 0.905 -4.575
C 0.282 -0.396 3.475
C -4.568 0.306 -1.054
C -2.698 4.670 0.863
C -4.319 3.294 1.997
C -2.132 3.540 0.293
C -0.855 2.607 3.391
C -2.986 -1.500 -1.203
C 4.164 -5.100 -3.443
C 0.549 -1.856 5.816
C 3.693 -2.878 -4.262
C 1.166 -0.616 5.707
C 3.103 2.104 -2.528
C -3.795 4.547 1.705
C -3.758 2.161 1.430
C -0.068 -6.120 -2.262
C -5.227 -1.799 -2.012
C -2.669 2.282 0.562
C -0.956 3.938 3.759
C -3.036 2.477 -2.872
C 0.085 2.225 2.432
C 3.912 0.810 2.404
C -1.413 -6.227 -1.549
C 4.491 1.915 -4.474
C -3.287 -0.189 -0.821
C 0.918 3.180 1.851
C 5.285 3.117 -2.551
C 4.050 -3.731 -3.222
C 3.987 -0.688 -0.320
C 3.905 -5.623 -4.700
C 3.285 1.644 -3.829
C 3.592 -1.395 -4.011
C 3.545 -4.774 -5.742
C 2.894 -2.099 2.083
C 4.090 2.850 -1.900
H 1.476 5.252 1.797
H -0.185 5.922 3.494
H -0.830 -5.605 -4.219
H 0.226 -7.116 -2.603
H 6.052 3.703 -2.062
H 3.893 0.469 3.440
H 6.417 2.843 -4.354
H 4.513 0.192 -0.685
H -0.703 -3.319 4.869
H -1.995 -1.897 -1.016
H -0.539 -4.208 -3.198
H -3.280 2.972 -1.932
H -0.939 -2.009 2.773
H -4.240 5.431 2.142
H -1.271 3.633 -0.359
H 1.609 -3.039 -2.251
H -1.498 1.867 3.852
H 4.484 -5.753 -2.640
H 3.923 3.222 -0.896
H -5.171 3.202 2.657
H 3.179 -2.754 -6.346
H -6.528 -0.108 -1.817
H 4.719 -1.490 -0.192
H -0.992 0.669 -5.183
H 0.650 -2.427 6.730
H 3.431 1.789 2.360
H -5.983 -2.425 -2.467
H 1.233 1.380 -4.497
H 4.005 -6.685 -4.878
H 2.009 -5.672 -1.841
H 1.499 1.093 4.461
H -1.682 4.238 4.503
H -3.792 1.717 -3.068
H 0.824 3.103 -3.058
H -1.399 -6.994 -0.774
H 4.958 0.937 2.115
H -4.162 1.184 1.667
H 3.943 -1.128 -3.015
H -2.383 0.040 -4.320
H 3.414 -2.155 3.042
H 3.364 -5.176 -6.729
H 4.640 1.588 -5.497
H 2.458 0.819 -5.635
H 3.316 -2.872 1.436
H -2.196 -6.486 -2.261
H -3.103 3.233 -3.660
H -0.608 4.113 -2.976
H 4.296 -3.317 -2.249
H -0.778 -0.479 -3.847
H -1.694 -5.282 -1.077
H 2.179 1.894 -2.002
H -0.183 3.338 -4.489
H 4.143 -0.806 -4.743
H 3.285 -0.995 -1.097
H 1.641 2.875 1.104
H 1.739 -0.219 6.534
H -3.709 -3.316 -2.076
H -4.820 1.323 -0.789
H -2.288 5.647 0.646
H 1.849 -2.343 2.274
H 1.137 -6.366 -0.459
H 0.825 -5.060 -3.955
```

Atomic partial charges in e from the Mulliken method, atoms 1 to 6:
1. Ir 2.715
2. S 0.298
3. P 0.765
4. P 1.818
5. Si 0.786
6. Si 0.771



Record 2
The following is a DFT calculation (ωB97M-V/def2-TZVPD) of C4H7N3 in the gas phase.

Properties
Energy above the lowest of the compared OMol25 structures with the same formula, charge and spin: 1.603 eV
Kohn-Sham gap: 0.3610 hartree
LUMO energy: -0.004 Eh
HOMO level: -9.9 eV
SMILES string: [H]/N=C(\C#N)NCC
Charge: 0
Spin multiplicity: 1
E: -8730.0765 eV

```
14
C4H7N3, DFT ωB97M-V/def2-TZVPD
N -1.671 -1.052 1.635
N -0.060 0.058 0.493
N 0.628 -3.273 0.216
C -0.247 1.029 -0.575
C -0.755 -1.118 0.761
C 1.119 1.352 -1.159
C 0.004 -2.315 0.417
H -0.013 0.400 1.431
H 1.043 2.113 -1.935
H 1.554 0.435 -1.565
H -1.742 -1.914 2.158
H 1.795 1.728 -0.377
H -0.714 1.936 -0.171
H -0.940 0.622 -1.329
```

Atomic partial charges in e from the Mulliken method, atoms 1 to 6:
1. N -0.590
2. N -0.214
3. N -0.378
4. C -0.320
5. C 0.331
6. C -1.135



Record 3
The following is a DFT calculation (ωB97M-V/def2-TZVPD) of a molecular structure, C37H36BrCl2N2O7SeV.

Properties
Kohn-Sham gap (alpha / beta): 0.2037 / 0.2705 hartree
LUMO energy (alpha / beta): 0.080 / 0.080 Eh
HOMO level (alpha / beta): -3.4 / -5.2 eV
Charge: -1
Spin multiplicity: 4
E: -242392.9787 eV

```
87
C37H36BrCl2N2O7SeV, DFT ωB97M-V/def2-TZVPD
Br 0.023 -3.186 1.402
Se -0.104 2.847 -0.121
V -0.561 -0.316 0.198
Cl -4.388 3.064 -5.002
Cl -4.466 2.368 0.355
O -0.728 -0.359 2.011
O -2.427 0.328 -0.149
O 1.552 -0.167 0.427
O -0.422 -0.503 -1.552
O 5.781 2.728 -0.721
O 2.020 -1.935 -0.892
O 7.491 1.207 -1.039
N 1.894 2.178 1.773
N 2.221 4.164 0.972
C 3.965 1.061 -0.627
C 2.953 -1.636 7.169
C 2.912 -2.431 5.862
C 1.506 -2.631 3.755
C -1.106 -0.160 -2.660
C 6.046 -0.792 -1.099
C -2.789 0.963 -1.249
C 5.169 4.150 3.250
C 4.981 2.843 3.719
C -3.764 2.245 -3.569
C 3.050 2.645 2.373
C 0.223 -0.166 4.219
C 1.839 -1.903 4.904
C 6.287 0.550 -0.967
C -1.404 0.713 5.874
C 3.249 3.928 1.889
C 0.447 2.202 5.112
C 3.691 -0.313 -0.690
C -1.460 1.717 3.610
C -2.780 1.299 -3.693
C 2.065 5.383 0.200
C 0.582 -2.121 2.878
C -2.231 0.682 -2.547
C -3.784 1.945 -1.202
C 4.283 -2.318 5.181
C 2.313 -0.869 -0.390
C 5.270 1.450 -0.761
C -4.263 2.603 -2.324
C -0.534 1.109 4.672
C 2.641 -3.902 6.207
C 3.912 2.070 3.288
C 4.713 -1.211 -0.955
C 4.303 4.713 2.317
C 1.157 -0.719 5.116
C 7.200 2.564 -0.684
C 1.396 3.079 0.901
C -0.004 -0.850 3.029
H 4.324 -2.936 4.280
H 1.164 5.281 -0.398
H 7.661 3.231 -1.406
H 2.720 -4.547 5.330
H 7.565 2.766 0.323
H 5.081 -2.644 5.858
H 1.605 1.200 1.707
H 3.268 -0.601 7.006
H 4.457 5.714 1.933
H 1.976 -1.624 7.661
H -1.932 1.591 6.259
H -2.386 1.048 -4.671
H 1.639 -4.022 6.627
H -0.111 3.109 5.368
H 1.962 -3.590 3.537
H 6.847 -1.493 -1.295
H -0.934 2.017 2.705
H -2.147 -0.032 5.578
H 1.027 1.913 5.993
H 4.456 -2.260 -1.030
H 6.007 4.731 3.614
H 1.969 6.242 0.865
H -0.738 -0.520 -3.607
H 2.926 5.523 -0.455
H 3.367 -4.256 6.946
H -0.808 0.290 6.687
H 3.669 -2.099 7.855
H -5.007 3.382 -2.225
H 3.757 1.056 3.642
H 4.481 -1.284 4.885
H 5.685 2.425 4.428
H 3.160 1.767 -0.506
H 1.144 2.450 4.314
H 1.349 -0.169 6.029
H -2.248 1.031 3.305
H -1.927 2.610 4.040
```

Atomic partial charges in e from the Mulliken method, atoms 1 to 6:
1. Br -0.164
2. Se -0.137
3. V 1.091
4. Cl -0.278
5. Cl -0.234
6. O -0.691



Record 4
The following is a DFT calculation (ωB97M-V/def2-TZVPD) of a molecular structure, C43H39AlN3SSb2.

Properties
Energy above the lowest of the compared OMol25 structures with the same formula, charge and spin: 0.000 eV
Kohn-Sham gap: 0.2973 hartree
LUMO energy: -0.298 Eh
HOMO level: -16.2 eV
Charge: +3
Spin multiplicity: 1
E: -80179.2578 eV

```
89
C43H39AlN3SSb2, DFT ωB97M-V/def2-TZVPD
Sb 0.134 1.182 3.069
Sb 0.282 2.770 -1.051
S 0.985 -2.650 -1.798
Al -0.493 0.758 0.532
N -4.355 -0.468 0.353
N 0.266 -0.887 -0.133
N -2.381 0.467 0.501
C -1.804 3.479 3.373
C 2.835 1.627 -2.182
C 2.831 2.331 2.295
C -1.117 5.445 -0.987
C 0.874 -1.887 0.606
C -3.707 3.578 4.839
C 0.268 -1.181 -1.432
C -0.645 2.760 -5.289
C -0.033 -2.745 4.908
C -2.529 1.722 -4.204
C -0.024 2.939 -4.061
C 0.116 6.398 1.327
C 3.173 3.754 -1.075
C 0.543 -0.521 4.210
C 4.187 1.569 -2.484
C -3.049 -0.660 0.224
C -2.908 4.161 3.863
C -2.299 1.626 4.854
C 1.325 -2.916 -0.146
C 1.921 -1.656 5.807
C -3.341 1.419 0.820
C -0.191 4.665 -0.301
C 5.030 2.598 -2.081
C 0.429 5.130 0.859
C 3.910 4.226 3.304
C 1.659 -0.529 5.040
C -1.425 6.709 -0.500
C -1.916 1.894 -2.970
C -4.561 0.840 0.726
C -0.663 2.502 -2.903
C 2.849 4.374 4.187
C -3.403 2.319 5.336
C 4.525 3.688 -1.387
C 1.766 2.484 3.183
C -1.891 2.151 -5.359
C -1.506 2.211 3.874
C 1.079 -2.757 5.741
C -0.306 -1.625 4.135
C 3.905 3.206 2.361
C 2.336 2.718 -1.473
C 1.766 3.505 4.129
C -0.809 7.182 0.651
C -5.408 -1.459 0.104
H 2.783 4.621 -0.556
H -2.435 1.581 -2.068
H -3.137 5.153 3.493
H 2.177 0.842 -2.537
H -0.690 -3.604 4.870
H -1.187 -1.614 3.500
H 4.755 4.900 3.363
H -0.156 3.101 -6.192
H -1.171 3.954 2.629
H -0.164 -0.533 -2.186
H 1.286 -3.629 6.347
H 4.740 3.085 1.683
H 6.082 2.560 -2.333
H -5.548 1.237 0.896
H -2.370 2.017 -6.320
H 1.828 -3.810 0.189
H -5.789 -1.345 -0.908
H -3.081 2.424 1.110
H -4.561 4.117 5.228
H 0.603 6.776 2.217
H -1.584 5.089 -1.897
H 1.154 4.524 1.394
H 0.947 3.417 -4.016
H 2.867 5.159 4.931
H -4.015 1.880 6.113
H -1.042 8.174 1.015
H -2.608 -1.607 -0.045
H 0.943 3.622 4.824
H 4.582 0.734 -3.047
H 5.180 4.503 -1.105
H -2.135 7.330 -1.031
H -4.999 -2.456 0.238
H 2.318 0.329 5.096
H -2.055 0.651 5.260
H -6.211 -1.303 0.819
H 2.783 -1.670 6.462
H 0.966 -1.786 1.679
H 2.841 1.531 1.559
H -3.507 1.263 -4.264
```

Atomic partial charges in e from the Mulliken method, atoms 1 to 6:
1. Sb 1.873
2. Sb 1.927
3. S 0.006
4. Al -1.456
5. N 0.089
6. N 0.964



Record 5
The following is a DFT calculation (ωB97M-V/def2-TZVPD) of a molecular structure, C16H44O12SV.

Properties
Kohn-Sham gap: 0.2691 hartree
LUMO energy: 0.083 Eh
HOMO level: -5.1 eV
Charge: -1
Spin multiplicity: 1
E: -78400.7964 eV

```
74
C16H44O12SV, DFT ωB97M-V/def2-TZVPD
V 0.183 -1.184 -0.045
S 1.682 -0.890 -2.323
O -2.652 5.590 0.884
O 2.157 2.523 -1.677
O 1.424 0.085 -1.285
O 3.046 -1.060 -2.733
O -1.625 -0.684 -1.420
O -0.352 1.200 5.329
O 1.122 -0.449 -3.586
O 0.904 -3.804 -3.607
O -0.540 -2.510 0.527
O 2.123 -1.757 0.918
O -0.095 -0.011 0.992
O 1.095 -2.109 -1.771
C 1.851 3.293 -0.533
C 2.622 2.585 0.645
C -3.700 -1.286 -2.402
C -2.883 -1.258 -1.099
C -1.011 -4.192 -2.317
C -0.448 -4.202 -3.730
C -0.485 -5.596 -4.303
C -3.566 -0.399 0.043
C 3.424 -1.800 2.945
C 2.172 -2.357 2.222
C -2.259 3.300 1.292
C 2.335 -3.889 2.037
C -0.767 1.846 4.098
C 2.206 4.727 -0.823
C -1.622 4.639 0.973
C -0.650 5.154 2.044
H 1.834 1.631 -1.527
H -0.410 1.265 3.248
H -1.851 1.926 4.017
H 3.248 4.784 -1.140
H -0.385 2.852 3.926
H -1.503 -5.754 -4.658
H -1.469 2.550 1.241
H 3.273 -4.133 1.538
H -2.821 3.259 2.225
H 2.915 -1.987 0.426
H 0.144 4.445 2.281
H 2.421 -4.447 2.969
H 1.529 5.248 -1.499
H -0.408 -4.781 -1.626
H 3.710 2.600 0.579
H -2.776 -2.261 -0.685
H 3.444 -0.712 3.011
H 2.225 1.571 0.702
H -1.133 5.412 2.987
H 0.769 3.211 -0.432
H -0.348 -6.437 -3.624
H 0.238 -5.594 -5.119
H -2.045 -4.532 -2.373
H -0.929 -3.426 -4.325
H -4.593 -0.737 0.180
H 4.318 -2.042 2.371
H -3.430 0.665 -0.151
H 0.893 -3.235 -2.833
H -0.170 6.085 1.742
H -2.961 -0.668 0.909
H -1.121 4.578 0.007
H -4.641 -1.784 -2.169
H -3.044 3.041 0.582
H 0.599 1.217 5.457
H 2.181 5.301 0.103
H -2.206 6.435 0.792
H -3.122 -1.750 -3.201
H -1.035 -3.177 -1.921
H 3.565 -2.265 3.921
H 2.307 3.088 1.560
H -3.976 -0.296 -2.765
H 1.525 -4.328 1.455
H -1.698 -0.174 -2.230
H 1.245 -2.147 2.755
```

Atomic partial charges in e from the Mulliken method, atoms 1 to 6:
1. V 0.831
2. S 1.660
3. O -0.589
4. O -0.594
5. O -1.038
6. O -0.848